A structure of composition H19O9 at a distorted geometry, computed with the ωB97M-V functional and the def2-TZVPD basis.

Energy above the lowest of the compared OMol25 structures with the same formula, charge and spin = 30.8 kcal/mol
Net charge = +2
Frontier orbital gap (spin up / spin down) = 11.4 / 1.7 eV
LUMO level (spin up / spin down) = -6.64 / -14.68 eV
2S+1 = 2

Atoms and positions in Å:
O: 2.09 -1.38 3.13
H: 3.94 -1.79 -1.09
H: -0.90 -0.68 0.21
O: -1.03 2.52 0.99
H: -4.18 -1.37 1.94
O: 0.43 -2.85 -0.68
H: 0.10 2.23 0.96
H: -0.15 -3.59 -0.47
O: 1.33 2.38 1.27
H: 1.88 1.63 1.02
H: 1.44 3.18 0.67
O: -1.64 0.01 0.27
H: -1.34 1.65 0.62
H: -2.10 0.03 -0.59
O: -4.66 -1.22 1.10
H: 0.11 -2.22 -1.32
H: -4.16 -0.43 0.81
O: 1.23 1.53 -1.39
H: 1.31 -0.84 3.03
H: 0.83 1.30 -2.24
O: 3.58 -1.94 -2.01
H: 2.78 -2.42 -1.57
H: 1.93 2.14 -1.75
O: -1.28 0.66 -2.56
H: -1.62 0.88 -3.44
H: -0.54 0.08 -2.77
H: 1.93 -1.87 3.94
H: -1.30 2.41 1.94



A cluster of 2 separate species, H2 in total at a distorted geometry, computed with the ωB97M-V functional and the def2-TZVPD basis.

Energy above the lowest of the compared OMol25 structures with the same formula, charge and spin = 6.2 kcal/mol
Net charge = -1
Frontier orbital gap (spin up / spin down) = 8.3 / 12.5 eV
LUMO level (spin up / spin down) = 10.49 / 8.00 eV
2S+1 = 2

Atoms and positions in Å:
H: 0.00 0.00 0.55
H: 0.00 0.00 -0.55



A cluster of 2 separate species, H2 in total at a distorted geometry, computed with the ωB97M-V functional and the def2-TZVPD basis.

Energy above the lowest of the compared OMol25 structures with the same formula, charge and spin = 29.2 kcal/mol
Frontier orbital gap = 14.0 eV
LUMO level = 1.33 eV

Atoms and positions in Å:
H: -0.35 -0.09 0.42
H: 0.35 0.09 -0.42



A cluster of 2 separate species, H2 in total at a distorted geometry, computed with the ωB97M-V functional and the def2-TZVPD basis.

Energy above the lowest of the compared OMol25 structures with the same formula, charge and spin = 83.0 kcal/mol
Frontier orbital gap = 10.3 eV
LUMO level = -0.91 eV

Atoms and positions in Å:
H: 0.00 0.00 0.80
H: 0.00 0.00 -0.80



A cluster of 2 separate species, H2 in total at a distorted geometry, computed with the ωB97M-V functional and the def2-TZVPD basis.

Energy above the lowest of the compared OMol25 structures with the same formula, charge and spin = 17.2 kcal/mol
Frontier orbital gap = 14.9 eV
LUMO level = 1.80 eV

Atoms and positions in Å:
H: -0.21 -0.15 0.43
H: 0.21 0.15 -0.43



A cluster of 9 separate species, H20NO8 in total at a distorted geometry, computed with the ωB97M-V functional and the def2-TZVPD basis.

Energy above the lowest of the compared OMol25 structures with the same formula, charge and spin = 60.0 kcal/mol
Net charge = +1
Frontier orbital gap = 11.3 eV
LUMO level = -3.05 eV

Atoms and positions in Å:
N: -0.01 -0.07 0.39
H: 0.22 -0.47 -0.49
H: 0.17 1.05 0.44
H: 0.59 -0.43 1.09
H: -1.04 -0.34 0.50
O: -2.97 -0.39 2.01
H: -3.15 -1.25 2.38
H: -3.60 -0.29 1.18
O: -0.30 -0.62 -3.03
H: -1.03 -1.17 -2.69
H: -0.20 0.30 -2.76
O: -0.48 2.05 -2.19
H: -1.38 2.36 -2.10
H: 0.25 2.54 -2.33
O: 2.35 1.31 -0.47
H: 2.85 1.45 -1.29
H: 2.85 0.39 -0.23
O: -0.56 3.11 0.94
H: -0.26 3.78 1.60
H: -1.44 3.38 0.93
O: 1.43 -2.33 -1.23
H: 1.33 -3.23 -1.33
H: 1.44 -2.02 -2.18
O: -1.05 -3.11 0.62
H: -1.89 -3.01 0.34
H: -0.55 -3.72 0.17
O: 1.78 0.40 3.33
H: 2.43 0.87 2.82
H: 2.21 -0.51 3.59